Record 1
{
  "formula": "C43H39BrF4NOPPdSTe",
  "method": "ωB97M-V/def2-TZVPD",
  "elements": ["Pd", "F", "C", "C", "F", "C", "F", "C", "P", "C", "C", "C", "C", "C", "C", "C", "C", "C", "C", "C", "C", "C", "Br", "C", "F", "H", "H", "H", "H", "H", "H", "H", "H", "H", "H", "C", "S", "C", "H", "H", "H", "H", "H", "H", "C", "C", "C", "C", "C", "C", "Te", "N", "C", "O", "C", "C", "C", "C", "C", "C", "C", "C", "C", "C", "C", "C", "C", "C", "C", "C", "H", "H", "H", "H", "H", "H", "H", "H", "H", "H", "H", "H", "H", "H", "H", "H", "H", "H", "H", "H", "H", "H", "H"],
  "coordinates": [[0.2416, 0.1471, -0.2833], [-1.4439, -5.7319, 3.3722], [-1.1859, -4.9063, 2.3746], [-1.4343, -5.2934, 1.0675], [-1.9302, -6.4939, 0.8150], [-1.1566, -4.4116, 0.0312], [-1.3981, -4.8346, -1.2079], [-0.6432, -3.1417, 0.2515], [-0.4630, -1.9670, -1.1402], [0.6972, -2.7862, -2.2605], [1.7368, -3.5524, -1.7423], [2.7309, -4.0409, -2.5786], [2.6983, -3.7642, -3.9367], [1.6695, -2.9928, -4.4588], [0.6773, -2.4995, -3.6257], [-2.1061, -1.9622, -1.8897], [-3.0328, -1.0950, -1.3141], [-4.3324, -1.0492, -1.7903], [-4.7068, -1.8556, -2.8539], [-3.7866, -2.7200, -3.4332], [-2.4911, -2.7805, -2.9508], [-0.3821, -2.7909, 1.5761], [0.4223, -1.1390, 2.0402], [-0.6482, -3.6481, 2.6264], [-0.3903, -3.3058, 3.8827], [1.7787, -3.7715, -0.6813], [3.5321, -4.6375, -2.1659], [3.4749, -4.1419, -4.5859], [1.6429, -2.7694, -5.5160], [-0.1110, -1.8825, -4.0438], [-2.7333, -0.4332, -0.5064], [-5.0434, -0.3709, -1.3413], [-5.7177, -1.8112, -3.2345], [-4.0823, -3.3567, -4.2544], [-1.7950, -3.4864, -3.3828], [0.5642, 3.7297, 0.3274], [-0.0820, 2.2643, 1.1448], [0.9725, 2.2862, 2.6041], [1.6192, 3.6049, 0.0917], [0.4131, 4.5873, 0.9812], [0.0069, 3.8696, -0.5934], [0.7258, 3.1522, 3.2161], [2.0210, 2.3236, 2.3199], [0.7781, 1.3921, 3.1918], [6.7806, -0.9060, -6.5656], [5.6403, -0.5799, -5.6491], [4.4481, -0.0612, -6.1335], [3.4007, 0.2503, -5.2787], [2.1191, 0.7714, -5.8483], [3.5491, 0.0502, -3.9070], [1.8859, 0.4754, -2.5463], [0.4172, 1.8126, -2.0325], [-0.8981, 1.9252, -2.4212], [-1.7605, 1.6149, -1.6060], [-1.2562, 2.5725, -3.7143], [-1.9556, 3.7729, -3.6831], [-2.2812, 4.4119, -4.8681], [-1.9276, 3.8463, -6.0849], [-1.2503, 2.6369, -6.1149], [-0.9071, 2.0090, -4.9286], [3.1275, 1.7333, -1.3983], [3.4069, 1.3882, -0.0842], [4.2021, 2.2128, 0.6985], [4.6986, 3.3894, 0.1599], [4.4033, 3.7297, -1.1508], [3.6191, 2.9126, -1.9627], [3.3404, 3.3225, -3.3767], [4.7245, -0.4962, -3.3952], [4.9295, -0.8212, -1.9406], [5.7475, -0.8037, -4.2822], [6.5269, -0.7007, -7.6038], [7.0588, -1.9570, -6.4871], [7.6629, -0.3181, -6.3114], [4.3315, 0.0967, -7.1979], [2.1515, 0.7940, -6.9361], [1.8934, 1.7853, -5.5087], [1.2815, 0.1296, -5.5626], [-2.2528, 4.1954, -2.7335], [-2.8180, 5.3489, -4.8423], [-2.1878, 4.3439, -7.0085], [-0.9912, 2.1854, -7.0616], [-0.3816, 1.0656, -4.9521], [3.0252, 0.4554, 0.3308], [4.4425, 1.9292, 1.7144], [5.3180, 4.0423, 0.7573], [4.7875, 4.6534, -1.5630], [3.6211, 4.3616, -3.5353], [2.2779, 3.2335, -3.6211], [3.9081, 2.7077, -4.0769], [4.0015, -1.1115, -1.4402], [5.3508, 0.0238, -1.3950], [5.6180, -1.6588, -1.8423], [6.6575, -1.2417, -3.8904]],
  "forces_ev_per_a": [[-0.709, 0.449, 0.616], [0.010, 0.018, -0.002], [0.041, 0.115, -0.112], [0.054, 0.114, 0.024], [0.009, 0.023, 0.000], [-0.036, -0.155, 0.123], [0.006, -0.002, 0.024], [-0.028, -0.067, 0.069], [0.153, 0.276, 0.100], [-0.100, -0.093, -0.020], [0.011, -0.015, 0.007], [-0.002, 0.038, 0.003], [-0.005, 0.037, 0.009], [0.031, 0.013, 0.017], [-0.011, 0.042, -0.031], [-0.026, -0.016, -0.049], [0.045, 0.142, 0.076], [-0.001, -0.022, -0.029], [0.007, -0.003, 0.006], [-0.030, 0.047, 0.017], [0.013, -0.084, 0.024], [0.088, 0.013, 0.000], [0.011, -0.142, 0.069], [-0.077, -0.211, -0.110], [0.008, 0.019, 0.015], [-0.011, -0.007, -0.001], [0.029, -0.034, 0.019], [0.033, -0.023, -0.036], [-0.001, 0.009, -0.059], [-0.044, -0.044, 0.014], [-0.009, -0.057, -0.091], [-0.029, 0.026, 0.014], [-0.031, -0.003, -0.011], [-0.014, -0.027, -0.041], [0.021, 0.027, -0.013], [0.001, 0.053, 0.018], [0.020, -0.141, -0.072], [0.001, 0.048, 0.053], [0.023, -0.009, -0.007], [0.006, -0.003, 0.007], [-0.023, 0.002, 0.004], [-0.001, 0.014, -0.020], [0.040, -0.022, -0.015], [-0.024, -0.008, 0.023], [0.069, -0.017, -0.085], [0.004, 0.005, 0.106], [0.065, -0.073, 0.025], [-0.004, -0.045, -0.011], [-0.099, 0.116, -0.096], [-0.190, 0.734, -0.718], [0.432, -0.010, 0.446], [0.231, -0.922, -0.462], [0.161, -0.243, -0.064], [-0.088, 0.354, 0.042], [0.072, 0.073, 0.024], [-0.087, 0.015, -0.034], [0.020, -0.024, 0.016], [-0.005, -0.002, -0.020], [-0.033, 0.043, -0.026], [0.018, -0.056, -0.061], [0.037, -0.066, 0.007], [-0.040, -0.170, 0.106], [-0.006, -0.034, -0.001], [-0.030, -0.036, -0.030], [-0.027, 0.003, 0.011], [0.043, 0.009, 0.118], [-0.078, 0.072, -0.107], [-0.096, -0.148, 0.233], [0.000, -0.026, 0.133], [0.010, -0.014, -0.151], [-0.004, 0.003, -0.011], [0.004, -0.028, 0.009], [0.014, 0.015, 0.008], [-0.025, 0.024, -0.062], [-0.016, 0.003, -0.024], [-0.001, -0.006, 0.039], [0.015, -0.057, -0.010], [0.002, 0.016, 0.056], [-0.030, 0.056, -0.002], [-0.009, 0.013, -0.029], [0.020, -0.038, -0.061], [-0.040, -0.042, 0.031], [0.044, 0.145, -0.067], [-0.004, 0.000, 0.030], [0.039, 0.034, 0.037], [0.022, 0.036, -0.012], [0.026, 0.015, -0.007], [0.014, -0.009, 0.036], [0.003, 0.000, -0.030], [0.028, -0.011, -0.007], [-0.007, 0.003, 0.002], [0.022, -0.023, -0.003], [0.056, -0.027, 0.044]],
  "lowdin_charge": [0.1881, 0.1637, -0.1225, -0.1230, 0.1567, -0.2008, 0.1225, -0.2963, 1.0026, -0.4096, -0.0837, -0.0603, -0.0602, -0.0694, -0.1566, -0.3504, -0.1019, -0.0572, -0.0604, -0.0618, -0.0928, -0.5367, 0.9271, -0.2582, 0.0990, 0.1119, 0.1129, 0.1130, 0.1142, 0.1023, 0.0930, 0.1133, 0.1104, 0.1102, 0.1019, -0.3497, 0.7667, -0.3838, 0.0260, 0.0531, 0.0258, 0.0505, 0.0215, -0.0046, -0.0391, -0.2511, -0.0008, -0.3225, -0.0706, -0.3280, 1.7559, -0.2390, -0.6035, 0.0116, -0.1665, -0.0181, -0.0641, -0.0737, -0.0685, -0.0543, -0.4046, -0.1772, -0.0907, -0.0569, -0.0289, -0.2888, -0.0451, -0.2858, -0.0523, -0.0030, 0.0785, 0.0865, 0.0884, 0.1204, 0.0921, 0.0696, 0.0526, 0.1203, 0.1086, 0.1074, 0.1077, 0.0744, 0.0847, 0.1121, 0.1124, 0.1186, 0.0891, 0.0618, 0.0827, 0.0488, 0.0868, 0.0883, 0.1275],
  "de_lowest_ev": 1.763,
  "multiplicity": 2,
  "max_force_ha_per_bohr": 0.0205,
  "homo_ha": [-0.3732, -0.3851],
  "e_lumo_ev": [-3.9109, -3.9289],
  "orbital_gap_ev": [6.25, 6.55],
  "total_energy_ha": -5900.59661,
  "charge": 1
}

---

Record 2
{
  "formula": "C2H4N4OS",
  "method": "ωB97M-V/def2-TZVPD",
  "elements": ["N", "S", "C", "N", "N", "N", "C", "O", "H", "H", "H", "H"],
  "coordinates": [[2.4784, 0.9731, -0.0656], [2.0712, -0.6479, 0.0641], [0.3026, -0.3795, -0.0216], [-0.2091, 0.8020, -0.0652], [-1.6227, 0.7703, -0.0840], [-1.9953, -0.5833, 0.1640], [-0.9289, -1.3920, 0.0624], [-1.0600, -2.5642, 0.0192], [2.4344, 1.2779, -0.9993], [3.4097, 1.1339, 0.1930], [-1.8623, 1.3240, 0.7424], [-3.0179, -0.7144, -0.0094]],
  "forces_ev_per_a": [[-0.651, 0.300, 0.490], [-1.440, -0.758, -0.322], [-2.159, -0.072, 0.594], [0.155, -0.254, -0.211], [1.017, -0.267, 0.596], [-1.446, 2.959, -0.110], [0.733, 1.149, -0.298], [1.061, -2.796, -0.048], [-0.416, 0.414, -1.506], [1.486, 0.007, 0.997], [-0.152, 0.053, -0.283], [1.811, -0.736, 0.101]],
  "lowdin_charge": [-0.3407, 0.8765, -0.4640, 0.0019, -0.0429, 0.0600, -0.4982, 0.0740, 0.0145, 0.0088, 0.1257, 0.1845],
  "de_lowest_ev": 1.506,
  "max_force_ha_per_bohr": 0.0641,
  "homo_ha": -0.3141,
  "e_lumo_ev": 0.5610,
  "orbital_gap_ev": 9.11,
  "total_energy_ha": -770.98272
}